# C35H37N4O3OsPS2

A structure of composition C35H37N4O3OsPS2 (ωB97M-V with the def2-TZVPD basis set, the Open Molecules 2025 dataset).

The geometry in XYZ format:
```
83
Properties=species:S:1:pos:R:3:forces:R:3:lowdin_charge:R:1
Os -0.2381 -0.0676 0.5348 0.585 0.354 -0.022 1.27
C 1.7462 0.2853 0.8006 -0.139 0.042 -0.025 -0.16
C 2.9535 0.3826 0.8202 -0.054 -0.101 0.119 -0.05
C 4.3753 0.5370 0.8842 0.034 0.030 -0.017 -0.25
C 5.1148 -0.0382 1.9215 -0.002 -0.013 -0.005 -0.05
C 6.4895 0.1226 1.9818 0.008 -0.001 0.001 -0.10
C 7.1522 0.8552 1.0066 -0.002 0.001 0.000 -0.10
C 6.4268 1.4312 -0.0277 0.006 0.005 0.002 -0.09
C 5.0518 1.2770 -0.0901 -0.017 0.016 0.009 -0.04
H 4.5975 -0.6134 2.6790 -0.004 -0.002 0.001 0.11
H 7.0465 -0.3261 2.7946 0.006 -0.007 0.002 0.10
H 8.2263 0.9784 1.0536 0.007 0.004 0.003 0.10
H 6.9349 2.0104 -0.7880 0.006 -0.001 -0.009 0.10
H 4.4800 1.7345 -0.8871 -0.004 -0.003 -0.006 0.11
S -3.0733 0.8879 -2.0531 -0.093 0.154 -0.187 0.31
P -3.1964 1.9717 -0.4272 0.049 0.063 0.283 0.21
S -2.1161 1.3164 1.2300 -0.208 0.117 -0.219 0.46
C -4.8852 2.0282 0.2600 0.039 -0.014 -0.003 -0.39
C -5.9008 1.2695 -0.3034 0.006 -0.031 -0.008 -0.11
C -7.1830 1.3193 0.2291 -0.005 -0.009 -0.003 -0.08
C -7.4498 2.1255 1.3239 0.014 0.017 0.011 -0.09
C -6.4342 2.8891 1.8886 -0.020 -0.013 -0.001 -0.08
C -5.1569 2.8440 1.3573 0.012 0.019 0.001 -0.10
C -2.8562 3.7314 -0.7172 0.017 -0.037 -0.173 -0.38
C -2.1509 4.5163 0.1811 -0.091 0.030 0.042 -0.11
C -1.9599 5.8672 -0.0812 -0.045 -0.022 0.043 -0.08
C -2.4799 6.4323 -1.2329 -0.019 0.007 -0.017 -0.08
C -3.1937 5.6473 -2.1323 0.021 0.027 0.017 -0.08
C -3.3812 4.3007 -1.8782 0.048 -0.004 -0.020 -0.09
H -5.6779 0.6500 -1.1637 -0.010 0.007 -0.002 0.06
H -7.9738 0.7305 -0.2174 -0.007 -0.004 -0.003 0.10
H -8.4497 2.1672 1.7359 -0.008 -0.002 0.005 0.10
H -6.6417 3.5247 2.7395 -0.002 0.004 0.004 0.10
H -4.3694 3.4491 1.7911 -0.001 -0.003 0.000 0.10
H -1.7375 4.0682 1.0730 0.058 -0.016 0.021 0.07
H -1.3924 6.4713 0.6150 0.007 -0.004 -0.003 0.11
H -2.3271 7.4843 -1.4375 0.005 0.006 -0.001 0.10
H -3.5971 6.0862 -3.0355 -0.006 0.005 -0.008 0.10
H -3.9185 3.6814 -2.5858 0.015 -0.015 0.004 0.09
N -2.0798 -2.7015 0.1420 -0.011 0.008 0.019 0.00
N -2.0350 -1.2802 -0.0893 0.107 -0.253 0.314 -0.21
H -3.0291 -3.0281 -0.0108 0.020 0.017 -0.002 0.08
H -1.8522 -2.8631 1.1157 0.045 -0.020 0.002 0.05
H -2.8696 -0.8048 0.2528 0.039 -0.068 -0.013 0.01
H -2.0205 -1.1276 -1.0970 -0.058 0.042 0.058 0.00
C 1.1443 4.5617 -0.5644 0.039 -0.041 -0.017 -0.11
C 0.7089 3.6863 -1.5421 0.020 0.012 -0.011 -0.09
C 0.2941 2.3951 -1.2162 -0.061 -0.039 0.015 -0.12
C 0.2961 1.9727 0.1054 0.080 -0.110 0.123 -0.38
C 0.7057 2.8741 1.0913 -0.030 -0.055 -0.025 -0.16
C 1.1393 4.1449 0.7638 -0.031 0.027 -0.001 -0.10
H 1.4751 5.5586 -0.8270 -0.003 0.005 0.001 0.10
H 0.6839 3.9999 -2.5789 0.006 -0.002 -0.012 0.10
H -0.0336 1.7316 -2.0034 0.006 0.004 -0.004 0.07
H 0.6998 2.5647 2.1298 0.019 -0.004 0.013 0.09
H 1.4703 4.8159 1.5480 0.005 0.001 0.002 0.10
C 2.4155 -5.0768 0.3405 -0.008 -0.005 0.017 -0.01
N 1.8141 -3.8815 -0.2363 0.004 0.010 0.030 -0.04
C 1.9213 -3.6120 -1.5647 -0.024 0.034 -0.056 -0.03
C 1.4135 -2.4991 -2.1376 0.026 -0.054 0.002 0.04
C 0.7645 -1.5996 -1.2481 -0.049 0.081 0.021 -0.47
O 0.2320 -0.4780 -1.5249 -0.172 -0.122 -0.017 -0.11
N 0.6735 -1.8873 0.0622 -0.025 0.043 -0.286 0.01
C 1.1784 -2.9981 0.6458 0.031 0.008 0.069 -0.49
O 1.0931 -3.2519 1.8362 -0.023 -0.002 0.037 0.06
H 2.6002 -5.7952 -0.4544 0.009 0.004 -0.001 0.09
H 1.7343 -5.5016 1.0720 0.004 -0.010 -0.007 0.09
H 3.3525 -4.8327 0.8406 -0.009 0.001 0.013 0.10
H 2.4467 -4.3608 -2.1423 0.002 0.004 0.000 0.13
H 1.5062 -2.2915 -3.1901 -0.004 0.001 -0.009 0.12
C 0.4554 -0.8560 4.8794 0.020 0.023 0.008 -0.13
C -1.0680 -0.9641 4.7801 -0.041 -0.009 0.007 -0.14
C -1.2647 -1.1567 3.2942 -0.015 0.037 -0.061 -0.22
O -0.3221 -0.2302 2.7153 -0.142 -0.130 -0.007 -0.39
C 0.8844 -0.2548 3.5394 -0.014 0.027 -0.052 -0.15
H 0.8944 -1.8468 4.9923 0.003 -0.005 0.011 0.12
H 0.7748 -0.2427 5.7198 0.005 -0.001 0.001 0.11
H -1.5545 -0.0412 5.0984 0.006 0.004 -0.006 0.12
H -1.4728 -1.7903 5.3625 -0.001 -0.003 -0.001 0.12
H -2.2502 -0.8780 2.9261 0.005 -0.029 -0.017 0.09
H -0.9876 -2.1695 2.9844 -0.011 -0.023 0.003 0.11
H 1.2262 0.7756 3.5986 0.025 -0.005 0.002 0.12
H 1.6336 -0.8553 3.0331 0.000 -0.004 -0.002 0.10
```
Forces are in eV/Å.

Results
ΔE to the lowest compared entry with this formula, charge and spin, kcal/mol: 46.9
Spin multiplicity: 1
Calculated total energy, a.u.: -3029.0575